(1)
77
Properties=species:S:1:pos:R:3:mulliken_charge:R:1 method="wB97M-V/def2-TZVPD" total_charge=0 homo_lumo_gap_ha=0.294 homo_ev=-7.89 lumo_ha=0.0036
Zr 0.06 0.43 0.47 0.623
C 2.92 2.60 -2.26 -1.704
C 2.21 2.01 -1.08 1.353
N 0.97 1.67 -1.18 0.287
N 0.38 1.89 -2.41 -0.804
C -0.65 1.16 -2.67 0.569
S -1.40 -0.08 -1.72 -0.577
S -1.45 1.35 -4.23 -0.118
C -0.50 2.67 -5.05 -0.729
C -1.10 4.04 -4.85 0.414
C -0.87 4.75 -3.67 0.167
C -1.44 6.00 -3.49 -0.748
C -2.25 6.56 -4.47 -0.366
C -2.49 5.85 -5.64 -0.568
C -1.92 4.60 -5.82 -0.564
C 2.99 1.77 0.15 0.305
C 4.38 1.62 0.05 -1.009
C 5.18 1.43 1.16 -0.949
C 4.60 1.41 2.42 -0.421
C 3.23 1.56 2.56 -0.424
C 2.41 1.70 1.44 0.994
O 1.09 1.77 1.61 -0.980
H 2.25 3.27 -2.79 0.252
H 3.20 1.81 -2.96 0.334
H 3.82 3.14 -1.97 0.568
H -0.50 2.41 -6.10 0.554
H 0.52 2.62 -4.68 0.183
H -0.25 4.31 -2.90 0.373
H -1.25 6.55 -2.57 0.398
H -2.69 7.53 -4.32 0.368
H -3.12 6.28 -6.41 0.362
H -2.11 4.05 -6.74 0.346
H 4.85 1.63 -0.93 0.451
H 6.24 1.30 1.04 0.401
H 5.22 1.28 3.30 0.397
H 2.75 1.53 3.53 0.507
C -3.72 -1.68 3.42 -1.432
C -2.98 -1.20 2.21 0.634
N -2.26 -1.96 1.46 0.149
O -2.21 -3.26 1.94 -0.535
C -3.01 0.23 1.80 0.231
C -4.23 1.08 1.88 -1.539
N -1.89 0.65 1.35 0.417
O -1.60 1.80 0.77 -0.603
H -3.07 -2.33 4.00 0.355
H -4.59 -2.25 3.13 0.325
H -4.04 -0.84 4.03 0.395
H -1.66 -3.71 1.28 0.371
H -5.05 0.60 1.34 0.354
H -4.02 2.05 1.44 0.353
H -4.54 1.22 2.92 0.338
N -1.26 -7.04 -0.61 -0.572
C -0.55 -5.88 -0.38 1.183
C 0.59 -5.89 0.43 -0.784
C 1.32 -4.74 0.63 -0.443
C 0.92 -3.56 0.02 -0.228
C -0.21 -3.53 -0.80 -0.472
C -0.94 -4.68 -0.99 -0.683
S 1.77 -2.07 0.38 1.644
O 1.43 -1.11 -0.70 -0.682
O 3.15 -2.33 0.63 -0.774
N 0.95 -1.33 1.55 0.686
C 1.00 -1.71 2.87 0.075
N 0.30 -0.90 3.69 -0.305
C 0.32 -1.22 4.97 -0.367
C 1.00 -2.32 5.47 -0.704
C 1.67 -3.09 4.53 -0.259
N 1.67 -2.80 3.23 -0.467
H -1.13 -7.80 0.05 0.207
H -2.20 -6.95 -0.95 0.215
H 0.91 -6.82 0.90 0.298
H 2.20 -4.74 1.26 0.500
H -0.50 -2.60 -1.28 0.185
H -1.81 -4.66 -1.63 0.310
H -0.24 -0.57 5.63 0.514
H 1.01 -2.57 6.52 0.404
H 2.22 -3.98 4.82 0.460

***

(2)
65
Properties=species:S:1:pos:R:3:mulliken_charge:R:1 method="wB97M-V/def2-TZVPD" total_charge=+1 homo_lumo_gap_ha=0.125 homo_ev=-8.18 lumo_ha=-0.1755
C 1.86 1.81 1.06 -1.023
O 1.04 2.65 1.84 -0.521
C -0.11 3.03 1.20 -0.102
C 0.00 4.20 0.32 0.162
C -0.57 4.18 -0.97 -0.249
C -0.57 5.35 -1.74 -0.543
C 0.00 6.52 -1.24 -0.480
C 0.66 6.51 -0.01 -0.594
C 0.70 5.35 0.76 -0.217
C -1.30 2.48 1.70 0.471
N -2.53 3.08 1.76 0.062
C -2.79 4.42 1.24 -1.046
C -3.50 2.36 2.43 0.175
C -4.91 2.85 2.48 -1.736
C -2.98 1.26 3.05 1.075
C -3.69 0.35 3.99 -1.380
S -1.32 1.02 2.68 -0.315
H 2.71 1.55 1.68 0.305
H 1.25 0.93 0.81 0.436
H 2.17 2.31 0.13 0.399
H -1.01 3.24 -1.33 0.443
H -1.04 5.34 -2.73 0.378
H -0.04 7.44 -1.83 0.395
H 1.14 7.41 0.37 0.395
H 1.22 5.31 1.72 0.394
H -3.72 4.79 1.66 0.397
H -1.98 5.11 1.52 0.381
H -2.89 4.41 0.14 0.303
H -5.54 2.06 2.90 0.363
H -5.04 3.74 3.12 0.329
H -5.31 3.09 1.48 0.384
H -4.76 0.57 4.00 0.331
H -3.55 -0.70 3.70 0.296
H -3.30 0.46 5.01 0.284
C -0.28 -7.07 -5.70 -0.789
O 0.17 -5.70 -5.83 -0.409
C 0.64 -5.08 -4.71 0.874
C 1.00 -3.71 -4.82 -0.819
C 1.33 -3.00 -3.69 -0.499
C 1.32 -3.60 -2.41 0.448
C 1.58 -2.84 -1.22 1.029
O 1.68 -3.59 -0.08 -0.453
C 2.14 -3.03 1.09 0.463
C 2.46 -1.65 1.15 0.901
C 3.06 -1.20 2.36 -0.382
C 3.40 -2.09 3.36 -0.928
C 3.09 -3.45 3.24 -0.399
C 2.41 -3.92 2.12 -0.685
C 2.22 -0.86 0.00 -0.641
C 1.74 -1.46 -1.16 -0.656
C 1.08 -4.99 -2.34 -0.728
C 0.75 -5.73 -3.46 -0.465
H -0.63 -7.33 -6.70 0.239
H 0.55 -7.73 -5.41 0.329
H -1.10 -7.16 -4.97 0.357
H 0.97 -3.25 -5.81 0.429
H 1.61 -1.95 -3.77 0.271
H 3.26 -0.13 2.46 0.246
H 3.90 -1.73 4.26 0.443
H 3.37 -4.15 4.03 0.408
H 2.11 -4.96 2.02 0.464
H 2.69 0.12 -0.08 0.831
H 1.50 -0.88 -2.05 0.372
H 1.14 -5.52 -1.39 0.424
H 0.54 -6.79 -3.36 0.373

***

(3)
74
Properties=species:S:1:pos:R:3:mulliken_charge:R:1 method="wB97M-V/def2-TZVPD" total_charge=-1 homo_lumo_gap_ha="0.262 / 0.268" spin_multiplicity=4 homo_ev="-5.05 / -5.20" s2=3.7923 lumo_ha="0.0764 / 0.0764"
Cr -0.40 0.62 -0.08 -0.439
C 1.20 2.31 3.37 -0.406
O 1.58 3.58 2.82 -0.518
C 1.45 3.87 1.50 0.262
C 1.67 5.20 1.20 -0.611
C 1.60 5.69 -0.11 -0.641
C 1.31 4.82 -1.13 -0.896
C 1.06 3.47 -0.85 0.782
C 0.90 2.55 -1.96 -0.593
N 0.40 1.39 -1.80 1.042
N 0.57 0.44 -2.80 -0.733
C 0.72 -0.72 -2.20 0.609
O 0.70 -0.89 -0.93 -0.617
C 0.90 -1.92 -3.06 -0.154
C 0.95 -1.81 -4.45 -0.330
C 1.09 -2.94 -5.24 -0.661
C 1.17 -4.20 -4.65 -0.451
C 1.12 -4.31 -3.27 -0.754
C 0.98 -3.18 -2.48 0.141
C 1.13 2.95 0.47 0.968
O 0.96 1.68 0.75 -0.717
H 0.15 2.10 3.19 0.049
H 1.38 2.42 4.44 0.311
H 1.80 1.50 2.96 0.196
H 1.89 5.87 2.02 0.410
H 1.78 6.74 -0.30 0.359
H 1.27 5.16 -2.16 0.400
H 1.31 2.81 -2.93 0.371
H 0.89 -0.82 -4.90 0.461
H 1.13 -2.85 -6.32 0.392
H 1.27 -5.08 -5.26 0.380
H 1.18 -5.29 -2.80 0.369
H 0.93 -3.25 -1.40 0.332
S -1.38 -0.10 2.00 -0.461
C -2.40 1.29 1.81 1.081
S -2.06 2.28 0.43 -0.691
C -3.42 1.59 2.70 0.631
C -4.26 2.71 2.51 -0.137
N -4.96 3.62 2.36 -0.601
C -3.67 0.76 3.83 -0.045
N -3.88 0.08 4.74 -0.609
C -0.81 -5.50 0.38 -1.134
As -1.17 -3.58 0.69 0.367
C -2.27 -3.85 2.29 -1.175
C 0.55 -3.08 1.54 -0.570
C 0.95 -3.88 2.73 0.119
C 0.52 -3.50 4.01 -0.347
C 0.85 -4.25 5.12 -0.696
C 1.62 -5.40 4.99 -0.445
C 2.05 -5.79 3.73 -0.671
C 1.72 -5.03 2.62 -0.279
H -0.42 -5.99 1.27 0.404
H -0.10 -5.62 -0.44 0.118
H -1.75 -5.97 0.10 0.432
H -1.79 -4.51 3.01 0.376
H -3.22 -4.29 1.97 0.440
H -2.48 -2.89 2.76 0.239
H 0.45 -2.03 1.80 0.043
H 1.30 -3.12 0.75 0.648
H -0.08 -2.60 4.12 0.506
H 0.51 -3.93 6.10 0.413
H 1.88 -5.99 5.86 0.372
H 2.66 -6.68 3.62 0.374
H 2.07 -5.34 1.64 0.412
C -3.15 -1.24 -3.14 -0.942
S -3.13 -0.02 -1.83 0.502
C -2.79 1.41 -2.86 -0.746
O -1.87 -0.39 -1.10 -0.043
H -4.01 -1.07 -3.79 0.437
H -3.23 -2.21 -2.66 0.315
H -2.22 -1.18 -3.70 0.185
H -3.62 1.53 -3.55 0.480
H -1.85 1.25 -3.38 0.152
H -2.73 2.27 -2.20 0.233

***

Relative energy (zero: lowest compared OMol25 entry of this formula, charge and spin) readings, ordered: 4.69; 0.00; 0.00 kcal per mole
Strongest force on any atom readings, ordered: 0.72; 2.21; 0.39 eV/A